# 1
Computed, not measured: a gas-phase ion, C6H11O2 (charge -1), with ωB97M-V with the def2-TZVPD basis set.

Last column: Mulliken charge in e.
Atoms and positions in Å:
O 3.32682 -0.22944 1.41895  -0.7627
C 2.57670 -1.13594 0.95318  0.3550
O 2.65040 -2.34461 1.26095  -0.7406
C 1.48452 -0.79765 -0.10556  -0.4656
C 0.36453 0.05904 0.54605  -0.9060
C -0.93403 0.06012 -0.31262  0.9348
C -0.72903 1.14269 -1.38310  -1.3910
C -2.21346 0.27383 0.48356  -1.5778
H 1.87341 -0.14927 -0.90344  0.2505
H 1.07970 -1.73606 -0.48955  0.3881
H 0.04377 -0.56088 1.42126  0.3487
H 0.78800 0.99828 0.87408  0.2392
H -0.85962 -0.91479 -0.81237  0.1971
H 0.33047 1.22392 -1.63598  0.3358
H -1.09469 2.11377 -1.02436  0.3365
H -1.02293 0.93001 -2.41613  0.3331
H -2.65724 -0.68067 0.77032  0.3487
H -2.03994 0.87583 1.37057  0.3502
H -2.96738 0.87181 -0.01581  0.4262

Properties
HOMO in eV: -3.72
SMILES: CC(C)CCC(=O)[O-]
Charge: -1
E_LUMO in Eh: 0.1287
Relative energy (zero: lowest compared OMol25 entry of this formula, charge and spin) in kcal per mole: 13.85
Energy in eV: -10496.481
Orbital gap in eV: 7.225

# 2
Computed, not measured: a gas-phase ion, C6H11O2 (charge -1), with ωB97M-V with the def2-TZVPD basis set.

Last column: Mulliken charge in e.
Atoms and positions in Å:
O -1.06505 1.09708 -2.90276  -0.6999
C -0.42067 0.02984 -3.03334  0.4622
O -0.36762 -0.74476 -3.98861  -0.7323
C 0.31264 -0.36685 -1.62814  -0.7169
C -0.01836 0.50529 -0.44665  -0.3240
C 0.48558 0.01942 0.91836  0.5414
C -0.28913 -1.27391 1.35359  -1.3526
C 0.20276 1.02051 2.03453  -1.4879
H 0.26398 -1.44767 -1.50816  0.2373
H 1.38505 -0.17175 -1.88483  0.1562
H 0.40463 1.50310 -0.57745  0.2525
H -1.12295 0.60094 -0.40651  0.1914
H 1.53733 -0.28221 0.76535  0.3045
H -0.04920 -1.42831 2.40916  0.3739
H -0.28876 -2.02328 0.56377  0.3576
H -1.32436 -0.94094 1.50648  0.3255
H -0.86629 1.09267 2.27028  0.3026
H 0.75244 0.82813 2.95310  0.4148
H 0.46798 1.98271 1.60184  0.3936

Properties
HOMO in eV: -3.81
SMILES: CC(C)CCC(=O)[O-]
Charge: -1
E_LUMO in Eh: 0.1314
Relative energy (zero: lowest compared OMol25 entry of this formula, charge and spin) in kcal per mole: 12.53
Energy in eV: -10496.538
Orbital gap in eV: 7.382

# 3
Computed, not measured: a single C6H11O3 molecule, with ωB97M-V with the def2-TZVPD basis set.

Last column: Mulliken charge in e.
Atoms and positions in Å:
H -1.01433 -0.69715 -1.16250  0.3117
C -1.39056 -0.55170 -0.09250  0.8440
C -1.87535 -1.92768 0.35239  -1.5559
C -0.09650 -0.04408 0.51081  -0.9146
C 0.60892 0.92838 -0.40146  -0.5663
C 1.87529 0.35564 -1.04190  -0.3716
O 1.99142 -1.05916 -1.02178  -0.3077
O 0.68488 -1.60353 -0.75042  -0.3205
C -2.45113 0.50783 0.17269  -0.2957
O -2.92236 1.29252 -0.61320  -0.4724
H -2.94250 -2.03094 0.10274  0.4294
H -1.32333 -2.71155 -0.18358  0.3712
H -1.72029 -2.07356 1.43134  0.3032
H -0.16826 0.25354 1.56228  0.4855
H 0.57599 -1.35049 0.26724  0.4550
H -0.02886 1.17261 -1.26391  0.3004
H 0.79039 1.91975 0.06347  0.4459
H 1.86533 0.63371 -2.10898  0.2400
H 2.80044 0.77369 -0.58727  0.2750
H -2.83350 0.46502 1.22657  0.3435

Properties
HOMO (spin up / spin down) in eV: -8.59 / -9.82
E_LUMO (spin up / spin down) in Eh: 0.0334 / -0.0328
Relative energy (zero: lowest compared OMol25 entry of this formula, charge and spin) in kcal per mole: 101.51
Energy in eV: -12536.163
Orbital gap (spin up / spin down) in eV: 9.496 / 8.926
⟨S²⟩: 0.76
Multiplicity: 2

# 4
Computed, not measured: 2 unconnected molecules or ions with the total composition C6H11O4S, with ωB97M-V with the def2-TZVPD basis set.

Last column: Mulliken charge in e.
Atoms and positions in Å:
C -1.55701 -0.74622 -0.04686  -1.5100
C -0.53382 -1.23254 1.08023  -0.3193
C -0.50979 0.21587 -0.55966  2.2562
C 0.39040 -0.26658 0.54342  -0.4745
C -0.01967 -0.08350 -1.95774  -1.7573
C -0.87079 1.63799 -0.33055  -1.8468
O 0.64914 1.32231 2.60940  -0.6787
O 2.48156 -0.18049 2.11300  -0.7249
O 2.11300 1.75943 0.70488  -0.6827
O 1.81725 -1.73024 -0.92156  -0.8072
S 1.50520 0.76636 1.55469  1.3659
H -1.80804 -1.52987 -0.61865  0.4004
H -2.42608 -0.36000 0.38545  0.4420
H -0.78260 -0.92969 2.10121  0.2491
H -0.27247 -2.26801 1.15242  0.1911
H 0.59071 -0.94879 -1.98364  0.5103
H 0.76952 0.60696 -2.07735  0.4701
H -0.90496 -0.20657 -2.65395  0.3352
H 0.04414 2.14633 -0.53241  0.4306
H -1.27957 1.75152 0.66135  0.4957
H -1.58488 1.93621 -1.18110  0.3760
H 2.18879 -1.66048 -0.04259  0.2786

Properties
HOMO (spin up / spin down) in eV: -5.29 / -5.29
Charge: -1
E_LUMO (spin up / spin down) in Eh: 0.0863 / 0.0863
Relative energy (zero: lowest compared OMol25 entry of this formula, charge and spin) in kcal per mole: 74.50
Energy in eV: -25422.667
Orbital gap (spin up / spin down) in eV: 7.634 / 7.633

# 5
Computed, not measured: 2 unconnected molecules or ions with the total composition C6H11O6Si, with ωB97M-V with the def2-TZVPD basis set.

Last column: Mulliken charge in e.
Atoms and positions in Å:
C -2.02510 3.05124 -1.60322  -0.8920
C -1.49303 1.80469 -2.23934  0.6692
O -0.94770 1.77524 -3.29921  -0.5087
O -1.73491 0.60635 -1.56218  -0.3134
C -1.05157 0.44061 -0.37458  0.4442
O -0.37778 1.33290 0.08793  -0.5466
C -1.28097 -0.89551 0.24342  -0.5589
Si 0.27574 -1.78405 0.93032  0.3526
C 1.86518 -0.77387 0.73195  -0.4596
C 2.12388 0.28786 1.75585  0.3815
O 2.47719 1.41395 1.52474  -0.5561
O 2.02181 -0.14618 3.07637  -0.4857
H -2.72914 2.84680 -0.79615  0.3058
H -2.45380 3.69882 -2.36677  0.3249
H -1.16717 3.56112 -1.15436  0.2467
H -2.03826 -0.74100 1.02008  0.3178
H -1.73048 -1.55788 -0.50052  0.3413
H 0.45166 -3.09784 0.27726  -0.0290
H 0.00428 -2.00923 2.37916  -0.2014
H 1.94603 -0.30091 -0.24659  0.3160
H 2.66674 -1.51919 0.82355  0.4541
H 1.17021 0.14757 3.42566  0.3146
O 1.93801 -3.78929 -0.68237  -1.0128
H 2.08918 -4.35218 -1.45101  0.0954

Properties
HOMO in eV: -3.01
Charge: -1
E_LUMO in Eh: 0.1031
Energy in eV: -26563.209
Orbital gap in eV: 5.821

# 6
Computed, not measured: a single C6H11OP molecule, with ωB97M-V with the def2-TZVPD basis set.

Last column: Mulliken charge in e.
Atoms and positions in Å:
C -0.11043 3.05041 -1.10433  -0.5985
C -0.48079 1.84871 -0.71215  -0.3296
C -0.66533 -1.47636 0.65426  -0.4754
C 0.67091 -1.69583 -0.04296  -0.6187
C -0.49718 -0.18996 1.44765  -0.7825
C 1.28397 -0.44109 -0.55179  -0.6016
O 1.88595 1.96974 1.14954  -0.7535
P 0.62166 0.95072 0.42537  0.7037
H -0.59174 3.47600 -2.03670  0.2214
H 0.76072 3.46924 -0.68895  0.3648
H -1.32737 1.20699 -0.92280  0.3089
H -1.46269 -1.39717 -0.07448  0.2890
H -0.85977 -2.38979 1.38806  0.2615
H 1.30054 -2.26717 0.61229  0.3228
H 0.43736 -2.37415 -0.92792  0.2926
H -1.30827 0.56660 1.68946  0.3721
H -0.04176 -0.47670 2.40199  0.3436
H 2.29791 -0.10164 -0.73343  0.4137
H 0.74984 -0.31969 -1.51721  0.2659

Properties
HOMO in eV: -8.99
SMILES: C=CP1(=O)CCCC1
E_LUMO in Eh: 0.0255
Relative energy (zero: lowest compared OMol25 entry of this formula, charge and spin) in kcal per mole: 58.08
Energy in eV: -17734.421
Orbital gap in eV: 9.679